[1]
Entry from the Open Molecules 2025 dataset: 10 unconnected molecules or ions with the total composition C6H33NO9 at a distorted geometry (wB97M-V/def2-TZVPD).

Calculated values
LUMO level, eV: 0.4
Highest occupied orbital energy, eV: -9.3
SMILES string: CC(C)C[C@H](C)N.O.O.O.O.O.O.O.O.O
Largest force on an atom, eV/A: 2.38
Energy above the lowest of the compared OMol25 structures with the same formula, charge and spin, kcal/mol: 36.4
Frontier orbital gap, eV: 9.73

Geometry as XYZ:
```
49
Properties=species:S:1:pos:R:3:forces:R:3:nbo_charge:R:1
C -1.65503 0.67822 -1.25896 -0.745 -1.412 -0.211 -0.604
C -0.50419 -0.27580 -0.92196 0.758 1.629 -0.204 -0.229
C -0.72772 -0.93190 0.44709 0.066 0.305 -1.352 -0.607
C 0.79790 0.57060 -1.00725 0.006 -0.232 1.091 -0.391
C 2.03307 0.14697 -0.17304 1.165 -0.032 -1.318 -0.054
C 2.24674 0.97794 1.07996 -2.288 -0.162 0.650 -0.637
N 3.19109 0.38748 -1.10017 0.109 -0.095 0.755 -0.875
H -2.58465 0.09792 -1.23995 -0.118 -0.052 -0.041 0.197
H -1.57371 1.01345 -2.29264 0.100 0.604 0.185 0.211
H -1.81930 1.44846 -0.50933 0.382 0.300 -0.233 0.201
H -0.41394 -0.95116 -1.77065 -0.239 -0.692 0.456 0.213
H -1.35927 -0.27211 1.03782 0.007 -0.158 0.266 0.184
H 0.23108 -1.07322 0.92814 -0.110 -0.347 0.388 0.202
H -1.21300 -1.87734 0.23893 -0.079 -0.169 0.605 0.228
H 0.55968 1.59272 -0.71502 0.004 0.159 -0.051 0.186
H 1.14424 0.61682 -2.03489 -0.238 0.059 -0.187 0.216
H 2.04878 -0.92188 0.06398 -0.434 -0.030 0.103 0.167
H 1.43622 0.73983 1.79023 0.052 -0.252 -0.097 0.207
H 1.96047 1.99539 0.81580 0.945 0.276 0.179 0.212
H 3.13283 0.85037 1.69685 0.474 0.153 -0.622 0.218
H 3.99609 -0.04897 -0.65669 0.155 0.096 -0.245 0.344
H 3.01627 -0.12951 -1.96071 0.123 0.042 0.081 0.387
O 0.33637 -3.34679 -2.22922 0.070 -0.023 -0.288 -0.986
H -0.25313 -3.88990 -1.67494 0.321 0.287 0.154 0.512
H 1.21620 -3.41760 -1.84539 -0.147 -0.194 0.167 0.471
O 0.30245 4.16014 -0.79374 -0.051 -0.023 0.318 -0.959
H 0.96653 4.84033 -0.94615 -0.137 0.144 -0.072 0.482
H 0.72184 3.65048 -0.08704 0.139 -0.053 -0.190 0.482
O -1.43256 -4.15737 -0.12854 -0.160 -0.145 -0.061 -0.998
H -1.59860 -4.20477 0.84112 -0.237 0.102 -0.397 0.511
H -2.23044 -3.77501 -0.51689 0.093 -0.165 0.263 0.472
O -1.99088 -3.98257 2.62373 0.452 0.844 -0.113 -0.968
H -2.19554 -3.02875 2.80234 -0.133 -0.643 0.069 0.511
H -1.03546 -3.93079 2.77100 -0.068 -0.403 0.130 0.465
O -2.16673 3.40805 0.77882 -0.064 -0.387 0.105 -0.972
H -1.99395 4.13823 1.37894 0.087 0.073 -0.100 0.476
H -1.48497 3.45450 0.09350 -0.080 0.356 0.051 0.496
O 2.24120 -1.32550 -3.58990 -0.284 -0.047 -0.080 -0.962
H 2.00688 -0.85016 -4.39437 0.115 -0.001 0.019 0.474
H 1.44955 -1.85018 -3.39550 0.030 -0.042 0.067 0.494
O -1.99914 -1.43829 3.58624 -0.128 0.395 -0.047 -1.001
H -1.36276 -1.10879 4.23345 -0.275 -0.033 -0.201 0.482
H -2.53290 -0.66880 3.27171 0.330 -0.280 0.358 0.511
O 3.10706 3.56376 -0.61756 -0.036 0.782 0.492 -0.978
H 2.84227 3.63492 -1.53713 0.241 -0.522 -0.112 0.476
H 3.60841 2.75151 -0.49308 -0.173 -0.288 -0.555 0.501
O -3.37114 0.79104 2.78556 0.442 -0.262 0.561 -0.967
H -4.28989 0.76691 2.51525 0.054 0.219 -0.431 0.494
H -2.80434 1.18110 2.11023 -0.496 0.319 -0.305 0.506
```
Forces are in eV/Å.

=====

[2]
Entry from the Open Molecules 2025 dataset: 12 unconnected molecules or ions with the total composition C6H34NO11 at a distorted geometry (wB97M-V/def2-TZVPD).

Calculated values
LUMO level, eV: 2.7
Highest occupied orbital energy, eV: -6.4
Largest force on an atom, eV/A: 7.84
Total charge: -1
Energy above the lowest of the compared OMol25 structures with the same formula, charge and spin, kcal/mol: 139.9
Frontier orbital gap, eV: 9.10

Geometry as XYZ:
```
52
Properties=species:S:1:pos:R:3:forces:R:3:nbo_charge:R:1
C 1.24493 -0.96438 0.05026 -1.529 7.152 -2.833 -0.427
C 1.84392 -0.07758 1.08423 1.607 1.317 2.471 -0.687
C 1.96570 -0.49157 -1.44731 -1.842 -1.935 3.570 -0.213
N 1.68721 -1.47896 -2.46937 -2.250 0.210 0.377 -0.455
C 2.05994 -2.86622 -2.06435 4.696 2.255 -3.940 -0.408
C 0.20037 -1.48066 -2.64584 -0.224 -0.516 3.851 -0.393
C -0.15277 -1.67659 -4.01512 -2.727 -0.593 -1.202 0.420
O -1.31491 -1.67456 -4.39303 0.657 -0.117 -0.082 -0.556
H 1.19942 -1.93794 0.02598 0.474 -5.291 1.003 0.184
H 0.13453 -0.64956 0.02615 1.386 -0.518 -0.449 0.191
H 2.60984 -0.49043 1.75808 0.813 -0.375 -1.076 0.222
H 2.24095 0.94912 0.74067 -0.601 -1.889 0.085 0.247
H 1.24957 0.17134 1.97504 -1.137 0.116 -0.697 0.218
H 3.01507 -0.56411 -1.18174 0.235 1.006 -0.330 0.200
H 1.41036 0.45115 -1.56638 1.236 -0.028 -0.654 0.226
H 2.62597 -3.30950 -3.03886 -1.206 0.523 2.493 0.188
H 1.25098 -3.40946 -1.84952 -3.026 -2.318 0.839 0.183
H 2.73317 -2.83149 -1.22055 0.377 -0.174 0.064 0.204
H -0.37529 -0.57732 -2.30239 1.109 -0.142 -0.393 0.273
H -0.32802 -2.21390 -1.82968 0.947 1.134 -2.297 0.243
H -2.34045 2.23322 -3.10836 0.000 -0.027 -0.107 0.001
H 0.65094 -1.80167 -4.71410 0.817 -0.077 -0.690 0.122
H 1.00715 4.40072 1.56327 -1.577 4.309 1.438 0.454
H 0.52289 3.07562 0.95288 0.464 -0.024 0.504 0.506
O 1.32778 3.61834 1.29118 1.581 -4.025 -1.518 -1.031
H -2.92476 -2.58398 -2.18957 -0.170 0.218 0.911 0.480
H -3.63783 -1.80147 -0.99534 1.672 -1.776 -0.667 0.490
O -3.04250 -2.60379 -1.21347 -1.346 1.657 -0.276 -0.968
H -2.63354 -3.58603 1.81662 -1.865 -0.617 -2.733 0.461
H -2.33382 -2.44556 2.77482 0.302 -0.280 -0.176 0.492
O -2.12838 -3.36584 2.53786 1.739 0.964 2.874 -0.955
H -1.54163 3.03959 2.76535 -1.363 -1.884 -0.353 0.474
H -2.54310 2.56624 -2.47915 -0.161 -0.144 0.032 -0.004
O -2.14420 2.24331 2.58109 0.937 1.384 -0.631 -1.061
H -1.78614 2.03450 1.59826 0.299 1.172 2.195 0.492
H -0.18033 1.25067 0.84280 0.383 0.043 -0.028 0.465
O -0.55868 2.12484 0.71737 -0.588 -0.450 -1.391 -1.188
H -0.65329 3.26580 -0.72139 -0.405 1.448 -1.250 0.515
H -1.37069 3.90678 -2.02644 0.160 -0.232 0.289 0.459
O -0.75004 4.09936 -1.31823 0.384 -1.164 1.098 -1.000
H -1.34216 0.36340 3.60294 0.356 1.795 2.422 0.481
H -1.74513 0.15993 2.34957 0.291 -1.092 -0.248 0.476
O -1.35961 -0.38874 3.06715 -0.598 -0.940 -2.098 -0.963
H -3.11722 0.82551 0.95387 0.400 0.138 -2.131 0.460
H -1.95205 1.40495 0.04591 -1.071 -0.798 -0.178 0.500
O -2.80150 0.83208 -0.00732 0.251 0.395 1.894 -1.007
H 1.01726 -1.25268 3.86013 -0.890 1.388 -1.074 0.485
H 1.22527 -2.69679 3.14477 -0.378 1.411 0.661 0.486
O 1.29476 -2.13500 3.94692 1.176 -2.846 0.425 -0.968
H 3.75979 2.96375 0.17010 0.559 -1.376 3.064 0.458
H 2.94380 2.81853 1.41417 -0.363 0.233 0.455 0.503
O 3.83648 2.55701 1.14009 0.011 1.382 -3.510 -0.976
```
Forces are in eV/Å.

=====

[3]
Entry from the Open Molecules 2025 dataset: 11 unconnected molecules or ions with the total composition C6H34NO11 at a distorted geometry (wB97M-V/def2-TZVPD).

Calculated values
LUMO level, eV: -2.6
Highest occupied orbital energy, eV: -13.5
Largest force on an atom, eV/A: 1.42
Total charge: +1
Energy above the lowest of the compared OMol25 structures with the same formula, charge and spin, kcal/mol: 0.0
Frontier orbital gap, eV: 10.95

Geometry as XYZ:
```
52
Properties=species:S:1:pos:R:3:forces:R:3:nbo_charge:R:1
O 1.98598 1.47998 -2.83156 0.779 0.018 0.666 -0.509
C 2.35318 1.01831 -1.77516 -1.127 -0.408 -0.764 0.452
C 1.36612 0.26206 -0.91396 -0.200 0.137 -0.184 -0.167
C 0.35133 1.26867 -0.32057 -0.558 -0.342 -0.282 -0.232
C 1.02449 2.37567 0.46568 -0.329 0.766 1.142 -0.650
C -0.72764 0.53851 0.49723 -0.451 0.788 -0.365 -0.405
C -1.95514 1.42967 0.69712 -0.453 -0.108 0.702 -0.605
N 2.07629 -0.53081 0.12918 0.382 0.002 0.047 -0.736
H 3.37308 1.07912 -1.41489 0.744 0.318 0.024 0.135
H 0.85256 -0.45244 -1.56976 0.010 0.108 0.211 0.263
H -0.14867 1.72002 -1.20724 0.339 -0.354 0.476 0.251
H 1.52618 2.06067 1.39868 -0.102 -0.163 -0.553 0.227
H 0.30498 3.14460 0.82041 0.193 -0.564 -0.436 0.239
H 1.73423 2.92591 -0.13213 0.396 0.159 -0.247 0.216
H -0.32923 0.26335 1.46851 0.095 -0.283 0.228 0.198
H -1.09617 -0.33735 -0.02418 0.299 -0.390 -0.116 0.211
H -1.69382 2.33614 1.26223 -0.253 -0.153 -0.346 0.209
H -2.75957 0.91994 1.26154 0.579 0.075 -0.041 0.222
H -2.43316 1.66996 -0.25252 0.295 0.292 -0.120 0.210
H 2.45151 0.04088 0.92923 0.142 -0.076 -0.237 0.473
H 1.48208 -1.22796 0.60485 -0.035 -0.097 -0.075 0.487
H 2.86972 -1.07413 -0.25142 -0.503 0.289 0.149 0.430
H -2.28759 3.80307 -4.69725 -0.284 0.107 -0.318 0.490
H -0.92570 4.40522 -4.31095 -0.308 -0.231 0.054 0.492
O -1.58587 3.74272 -4.05220 0.503 0.320 0.205 -0.953
H -1.95564 0.10579 -3.12001 0.605 0.081 -0.149 0.521
H -3.42740 0.06070 -2.75518 -0.370 -0.017 0.089 0.483
O -2.65566 -0.50065 -2.82406 -0.150 -0.061 0.112 -0.991
H -1.15779 -1.73020 2.71852 -0.217 -0.109 0.250 0.519
H -1.81199 -1.52517 4.11628 -0.523 -0.084 0.288 0.492
O -0.99871 -1.41944 3.63787 0.734 0.243 -0.498 -1.008
H 2.52120 0.39030 3.14460 -0.402 -0.014 -0.044 0.518
H 3.97864 0.57902 2.78323 -0.185 0.079 -0.497 0.498
O 3.09416 0.61570 2.38208 0.642 -0.011 0.643 -0.992
H 1.78777 -1.83646 2.96277 0.336 0.700 1.085 0.499
H 1.00470 -2.94536 2.35012 0.144 -0.013 -0.228 0.497
O 1.70087 -2.30249 2.14362 -0.611 -0.828 -0.766 -0.974
H 0.46637 -0.58014 4.09861 0.391 0.100 0.255 0.529
H 1.43274 -0.01628 5.21742 -0.052 -0.216 -0.395 0.501
O 1.40921 -0.32811 4.29871 -0.456 0.055 0.156 -1.024
H -2.49269 -1.94614 -1.96666 0.054 -0.168 0.192 0.523
H -2.88196 -3.42958 -2.03430 0.114 -0.126 0.122 0.495
O -2.36035 -2.81680 -1.50261 -0.263 0.381 -0.337 -1.013
H -0.66248 -2.93417 -1.28942 0.154 -0.239 -0.179 0.512
H 0.51718 -3.87513 -0.94087 0.169 -0.582 -0.025 0.489
O 0.25660 -2.96020 -0.92992 -0.052 0.904 -0.012 -1.006
H -2.14631 -2.83422 0.67579 -0.006 0.066 0.471 0.508
H -0.68922 -2.58961 0.56705 0.024 -0.209 0.554 0.494
O -1.38222 -2.67262 1.25980 -0.018 0.042 -0.789 -1.003
H -0.97879 2.10678 -3.79370 -0.041 0.281 -0.098 0.505
H 0.27802 1.30736 -3.38010 0.212 -0.011 -0.087 0.494
O -0.65543 1.21528 -3.60052 -0.385 -0.455 0.067 -1.017
```
Forces are in eV/Å.

=====

[4]
Entry from the Open Molecules 2025 dataset: 12 unconnected molecules or ions with the total composition C6H34O12 at a distorted geometry (wB97M-V/def2-TZVPD).

Calculated values
LUMO level, eV: 0.0
Highest occupied orbital energy, eV: -10.0
SMILES string: CCCCCC=O.O.O.O.O.O.O.O.O.O.O.O
Largest force on an atom, eV/A: 4.58
Energy above the lowest of the compared OMol25 structures with the same formula, charge and spin, kcal/mol: 93.3
Frontier orbital gap, eV: 10.08

Geometry as XYZ:
```
52
Properties=species:S:1:pos:R:3:forces:R:3:nbo_charge:R:1
C -0.46259 3.61554 1.36969 2.322 3.323 -0.143 -0.635
C 0.59417 3.72628 0.26140 -1.673 -3.336 -2.663 -0.379
C 1.45024 2.40181 0.05852 -1.521 0.609 0.359 -0.403
C 0.44038 1.16084 -0.29562 2.778 2.568 0.483 -0.396
C 0.35748 0.92076 -1.76694 -0.835 0.055 -0.937 -0.512
C 1.68496 0.53264 -2.40364 -2.439 -1.020 0.570 0.442
O 1.77177 -0.55471 -2.89965 0.617 -0.991 -0.735 -0.542
H -0.93896 4.64072 1.24619 -0.551 -1.697 0.722 0.216
H 0.19924 3.69245 2.21517 -0.354 -0.073 1.242 0.201
H -1.01377 2.70548 1.43795 -0.752 -0.127 -0.271 0.213
H 1.23396 4.59432 0.27932 -0.122 0.371 0.274 0.210
H -0.07251 3.71890 -0.67650 1.265 0.649 0.653 0.166
H 1.94388 2.14745 1.01541 0.154 0.196 -0.662 0.215
H 2.18097 2.70091 -0.72530 -0.218 -0.884 0.540 0.199
H -0.47475 1.46537 0.17643 -0.585 -0.510 -0.129 0.208
H 0.86068 0.30655 0.18365 -0.119 -0.680 0.417 0.224
H -0.43916 0.16608 -2.01622 1.105 0.367 0.246 0.220
H 0.03331 1.82890 -2.27994 -0.050 0.366 0.007 0.207
H 2.51069 1.19640 -2.42650 1.035 1.098 0.162 0.130
O 1.18098 -3.70111 0.35076 -1.672 1.314 1.111 -0.955
H 1.18076 -3.28652 -0.49517 0.421 -0.159 -1.840 0.442
H 0.44968 -3.05867 0.64712 1.112 -1.183 0.523 0.494
O 3.30023 -1.98326 2.67943 -0.358 -0.466 -2.655 -0.952
H 2.90937 -1.73800 1.77866 0.982 -0.625 1.680 0.485
H 2.88747 -1.37082 3.25051 -0.559 1.043 1.159 0.459
O -4.17402 -2.46670 1.06397 2.157 -0.882 1.285 -0.945
H -3.35334 -2.63015 1.65108 -2.321 0.526 -0.630 0.485
H -3.69429 -2.50025 0.24326 -0.169 0.039 -1.216 0.458
O -3.10136 -0.89976 2.68658 -0.253 -1.742 -1.143 -0.970
H -3.79279 -0.47868 2.19109 -0.646 -0.223 -0.703 0.478
H -2.94256 -0.29211 3.36075 0.937 1.507 1.742 0.478
O -0.58525 -1.51151 0.50315 2.757 0.987 2.344 -0.987
H -1.07778 -1.29684 1.28901 -0.648 0.160 0.397 0.496
H -1.12928 -1.84074 -0.15129 -2.374 -1.236 -2.464 0.497
O -1.30683 -0.09499 -4.44518 -1.593 0.592 -0.759 -0.979
H -0.62773 -0.62068 -4.05081 1.265 -0.038 0.188 0.506
H -1.02679 0.75749 -4.80662 0.488 -0.646 0.341 0.495
O 3.72706 -2.09490 -0.13555 -2.300 2.195 -2.649 -0.976
H 2.89501 -2.46848 -0.51837 1.484 -0.102 0.937 0.492
H 4.17542 -2.68405 0.40364 0.862 -2.160 1.569 0.491
O -1.78360 -2.57502 -1.62905 -3.039 -0.250 -1.633 -1.019
H -2.59722 -2.09662 -2.14255 2.647 -0.450 1.679 0.513
H -2.10908 -3.49587 -1.64649 0.691 0.287 0.231 0.475
O -1.70128 0.97579 3.62527 0.687 -0.894 -0.677 -0.939
H -1.26561 0.67607 4.41296 0.441 -0.065 0.666 0.481
H -2.10837 1.78754 3.82923 -0.626 1.699 0.521 0.477
O -3.12597 -0.60559 -2.50497 -1.344 -0.766 -0.278 -0.958
H -2.87110 0.09339 -1.92485 0.329 0.690 0.578 0.484
H -2.74604 -0.41842 -3.36520 0.463 0.415 -0.523 0.512
O 4.07185 0.57329 0.65712 -0.079 0.802 0.204 -0.947
H 4.94140 0.39519 0.30931 0.554 -0.048 0.030 0.468
H 3.54104 -0.01572 0.12980 -0.351 -0.609 -0.149 0.477
```
Forces are in eV/Å.